Entry 1:
Entry from OMol25: 2 unconnected molecules or ions with the total composition C5H16N2O (wB97M-V/def2-TZVPD).

Last column: natural (NBO) charge in e.
Element x y z (Å)
C (2.598, -0.684, -0.599)  -0.621
C (1.137, -0.584, -0.173)  -0.045
N (0.356, -1.399, -1.035)  -0.894
C (0.816, 1.100, -0.124)  0.055
C (-0.090, 1.811, 0.900)  -0.657
O (0.517, 1.563, -1.430)  -0.730
H (2.853, -1.729, -0.772)  0.219
H (3.262, -0.278, 0.161)  0.204
H (2.742, -0.127, -1.525)  0.210
H (1.000, -0.928, 0.856)  0.174
H (0.526, -1.165, -2.008)  0.341
H (-0.734, -1.269, -0.820)  0.405
H (1.820, 1.490, 0.074)  0.174
H (-1.108, 1.958, 0.536)  0.200
H (-0.126, 1.261, 1.839)  0.211
H (0.292, 2.817, 1.081)  0.226
H (-0.122, 0.962, -1.838)  0.458
C (-2.346, -1.004, 1.172)  -0.413
N (-1.996, -0.509, -0.152)  -0.846
H (-3.143, -1.741, 1.082)  0.202
H (-2.674, -0.212, 1.856)  0.177
H (-1.471, -1.491, 1.602)  0.199
H (-2.798, -0.100, -0.617)  0.369
H (-1.310, 0.255, -0.066)  0.380

Gap between HOMO and LUMO ... 9.29 eV
Electronic energy ... -10470.9397 eV
HOMO ... -8.39 eV


Entry 2:
Entry from OMol25: 8 unconnected molecules or ions with the total composition H16O8 (wB97M-V/def2-TZVPD).

Last column: natural (NBO) charge in e.
Element x y z (Å)
O (-0.855, -0.613, 0.483)  -0.946
H (-1.256, 0.261, 0.380)  0.484
H (0.149, -0.537, 0.476)  0.449
O (0.939, -4.086, -0.736)  -0.925
H (1.635, -3.715, -0.226)  0.464
H (1.190, -4.198, -1.580)  0.462
O (-1.211, 2.186, 2.102)  -0.935
H (-0.461, 1.885, 1.554)  0.463
H (-1.180, 3.153, 2.095)  0.472
O (-2.393, 0.573, -1.056)  -0.950
H (-2.642, 0.001, -1.821)  0.494
H (-3.083, 0.744, -0.512)  0.467
O (-4.152, -0.308, 2.638)  -0.926
H (-3.772, -0.281, 1.766)  0.463
H (-4.983, -0.791, 2.528)  0.464
O (2.535, -0.696, 2.251)  -0.912
H (2.356, -0.447, 1.406)  0.445
H (3.079, -1.504, 2.130)  0.468
O (2.875, 1.967, -1.853)  -0.946
H (2.412, 1.623, -1.087)  0.467
H (3.617, 2.584, -1.523)  0.484
O (1.667, 0.938, -3.475)  -0.927
H (2.494, 0.694, -3.032)  0.475
H (1.037, 0.568, -2.907)  0.447

Gap between HOMO and LUMO ... 10.17 eV
Electronic energy ... -16637.3795 eV
HOMO ... -10.58 eV


Entry 3:
Entry from OMol25: 4 unconnected molecules or ions with the total composition CH11N2O3 (wB97M-V/def2-TZVPD).

Last column: natural (NBO) charge in e.
Element x y z (Å)
N (1.094, -0.629, 0.280)  -0.728
C (0.199, -0.728, -0.665)  0.393
N (-0.953, -0.082, -0.631)  -0.721
H (0.963, -0.027, 1.090)  0.442
H (1.748, -1.409, 0.298)  0.440
H (0.585, -1.474, -1.414)  0.257
H (-1.629, -0.187, -1.366)  0.434
H (-1.097, 0.588, 0.129)  0.445
H (0.825, -4.224, -1.023)  0.507
H (0.392, -3.759, 0.492)  0.500
O (0.834, -3.560, -0.334)  -0.998
H (0.148, 1.890, 2.848)  0.512
H (0.861, 2.076, 1.461)  0.495
O (0.376, 1.455, 2.022)  -0.981
H (-2.153, 3.032, -1.198)  0.478
H (-0.973, 3.984, -1.030)  0.487
O (-1.220, 3.056, -0.959)  -0.963

Gap between HOMO and LUMO ... 12.23 eV
Electronic energy ... -10332.5933 eV
Net charge ... +1
HOMO ... -15.03 eV


Entry 4:
Entry from OMol25: C15H20N6O2S in the gas phase (wB97M-V/def2-TZVPD).

Last column: natural (NBO) charge in e.
Element x y z (Å)
C (-1.616, -1.544, 1.007)  -0.616
C (-1.114, -1.124, 2.384)  -0.414
C (-0.116, -2.127, 2.973)  -0.218
N (1.118, -2.145, 2.222)  -0.632
C (2.190, -1.459, 2.628)  0.801
O (2.415, -1.049, 3.740)  -0.633
N (3.175, -1.231, 1.614)  -0.648
C (3.009, -1.341, 0.275)  0.712
O (2.153, -2.019, -0.257)  -0.633
C (4.020, -0.557, -0.552)  -0.608
S (3.148, 0.164, -1.977)  0.291
C (1.779, 0.753, -1.086)  0.184
N (1.752, 0.897, 0.214)  -0.335
N (0.529, 1.312, 0.541)  -0.263
C (-0.191, 1.414, -0.550)  0.295
C (-1.577, 1.844, -0.520)  -0.053
C (-1.977, 2.679, 0.526)  -0.214
C (-3.300, 3.076, 0.590)  0.039
N (-4.216, 2.709, -0.291)  -0.410
C (-3.842, 1.906, -1.271)  0.040
C (-2.548, 1.439, -1.435)  -0.251
N (0.576, 1.067, -1.638)  -0.356
C (0.275, 1.011, -3.046)  -0.215
C (-0.043, -0.417, -3.484)  -0.620
H (-2.073, -2.531, 1.048)  0.201
H (-2.359, -0.836, 0.647)  0.213
H (-0.800, -1.573, 0.288)  0.199
H (-1.960, -1.035, 3.067)  0.202
H (-0.630, -0.148, 2.310)  0.228
H (0.135, -1.850, 3.998)  0.231
H (-0.543, -3.135, 2.966)  0.188
H (1.059, -2.365, 1.233)  0.430
H (3.918, -0.637, 1.961)  0.417
H (4.491, 0.244, 0.016)  0.239
H (4.774, -1.224, -0.972)  0.259
H (-1.254, 2.992, 1.261)  0.243
H (-3.650, 3.722, 1.384)  0.197
H (-4.623, 1.617, -1.962)  0.194
H (-2.327, 0.754, -2.237)  0.214
H (-0.561, 1.685, -3.248)  0.223
H (1.155, 1.372, -3.587)  0.216
H (-0.260, -0.434, -4.548)  0.220
H (0.809, -1.064, -3.290)  0.233
H (-0.899, -0.812, -2.942)  0.211

Gap between HOMO and LUMO ... 9.00 eV
Electronic energy ... -39751.7221 eV
HOMO ... -8.75 eV


Entry 5:
Entry from OMol25: a gas-phase ion, C26H27BBrN2O (charge +1) (wB97M-V/def2-TZVPD).

Last column: natural (NBO) charge in e.
Element x y z (Å)
C (6.391, 2.289, 0.877)  -0.644
C (5.319, 3.481, 0.705)  -0.435
C (4.728, 3.598, -0.803)  -0.288
Br (4.506, 5.465, -1.435)  0.044
C (3.397, 2.695, -1.015)  -0.006
C (2.360, 2.963, -2.193)  -0.132
C (1.094, 2.073, -2.436)  -0.228
C (0.786, 0.858, -1.508)  0.036
C (-0.431, -0.135, -1.667)  -0.343
B (-1.459, 0.184, -2.907)  1.049
C (-2.187, 1.649, -3.108)  -1.039
O (-1.829, -0.825, -3.893)  -0.906
C (-0.633, -1.346, -0.682)  0.313
C (-1.832, -2.382, -0.848)  -0.472
C (-2.890, -2.401, 0.361)  -0.439
C (-3.645, -1.017, 0.619)  -0.032
C (-5.226, -1.052, 0.668)  -0.220
C (-6.089, 0.214, 0.956)  -0.210
C (-5.391, 1.590, 1.201)  -0.220
C (-3.842, 1.628, 1.147)  -0.214
C (-2.983, 0.366, 0.867)  -0.248
N (0.337, -1.500, 0.422)  -0.389
C (0.211, -2.595, 1.446)  0.319
C (0.742, -3.983, 1.014)  -0.265
C (0.578, -5.150, 2.067)  -0.147
C (-0.084, -4.775, 3.439)  -0.238
C (-0.522, -3.294, 3.618)  0.041
N (-0.380, -2.217, 2.689)  -0.421
C (1.471, -0.615, 0.614)  0.146
C (1.763, 0.591, -0.319)  -0.088
C (3.043, 1.496, -0.075)  -0.186
H (6.165, 1.726, 1.853)  0.221
H (6.350, 1.502, 0.038)  0.213
H (7.480, 2.644, 0.957)  0.240
H (5.902, 4.463, 0.903)  0.250
H (4.435, 3.383, 1.423)  0.221
H (5.535, 3.115, -1.481)  0.251
H (2.606, 3.867, -2.864)  0.262
H (0.427, 2.329, -3.321)  0.251
H (-1.640, 2.307, -3.885)  0.245
H (-2.187, 2.260, -2.122)  0.255
H (-3.262, 1.509, -3.490)  0.269
H (-1.767, -0.391, -4.773)  0.507
H (-2.418, -2.289, -1.823)  0.279
H (-1.347, -3.436, -0.871)  0.248
H (-2.478, -2.762, 1.363)  0.239
H (-3.708, -3.167, 0.062)  0.239
H (-5.718, -2.070, 0.520)  0.222
H (-7.231, 0.069, 1.003)  0.239
H (-6.064, 2.478, 1.430)  0.242
H (-3.302, 2.618, 1.318)  0.230
H (-1.847, 0.474, 0.878)  0.217
H (1.208, -4.214, 0.001)  0.261
H (0.897, -6.229, 1.862)  0.255
H (-0.292, -5.524, 4.278)  0.261
H (-1.018, -3.033, 4.628)  0.235
H (2.208, -0.788, 1.483)  0.265
H (3.765, 1.306, 0.807)  0.248

Gap between HOMO and LUMO ... 6.33 eV
Electronic energy ... -103128.1651 eV
Net charge ... +1
HOMO ... -10.80 eV


Entry 6:
Entry from OMol25: a molecular structure, C5H9I2InNO4P (wB97M-V/def2-TZVPD).

Last column: natural (NBO) charge in e.
Element x y z (Å)
C (-2.905, 0.546, 1.052)  -0.679
C (-1.913, -0.004, -0.080)  -0.349
I (-2.987, 0.139, -2.009)  0.314
C (-0.537, 0.867, -0.225)  -0.422
I (-0.695, 2.904, 0.504)  0.686
C (0.716, 0.067, 0.355)  -0.212
N (1.936, 0.246, -0.546)  -1.045
P (2.157, -1.227, -1.534)  1.561
O (2.422, -2.585, -0.549)  -0.915
O (0.827, -1.495, -2.568)  -0.905
C (1.013, 0.350, 1.882)  0.699
O (0.720, -0.521, 2.749)  -0.326
O (1.631, 1.502, 2.357)  -0.322
H (-3.393, 1.538, 0.766)  0.244
H (-3.753, -0.221, 1.144)  0.275
H (-2.373, 0.572, 2.063)  0.243
H (-1.681, -1.126, 0.024)  0.254
H (-0.371, 0.941, -1.364)  0.271
H (0.461, -1.055, 0.277)  0.256
H (1.782, 1.035, -1.211)  0.366
H (3.109, -2.357, 0.119)  0.529
H (0.136, -1.950, -2.027)  0.501
In (3.698, 1.835, -1.177)  0.976

Gap between HOMO and LUMO ... 2.98 eV
Electronic energy ... -45650.5254 eV
Net charge ... +2
HOMO ... -16.08 eV


Question: Which of these has the lowest electronic energy?
Answer: C26H27BBrN2O